DFT (the ωB97M-V functional and the def2-TZVPD basis) results for 10 unconnected molecules or ions with the total composition H20O10.

XYZ file:
```
30
Properties=species:S:1:pos:R:3
O -2.23 -2.15 -0.96
O 0.89 1.19 -1.26
O 1.08 1.79 2.96
O -0.28 -0.71 -3.02
O 0.23 -1.11 0.34
O -1.05 -0.61 3.01
O -2.83 0.68 0.14
O 1.86 -1.92 -1.82
O 2.53 -2.18 1.50
O -0.73 2.31 0.84
H 0.44 -1.47 -0.43
H -0.93 -0.48 1.99
H 1.77 2.34 2.70
H 2.90 -1.69 2.29
H 1.74 -1.76 1.25
H 0.30 -0.17 0.10
H 0.46 1.81 2.31
H -2.21 1.30 0.39
H -0.02 2.14 0.05
H -1.43 0.25 3.38
H 0.05 0.10 -2.55
H -0.23 -0.38 -3.90
H -1.85 -1.60 -1.59
H 1.73 0.86 -1.38
H -3.33 1.07 -0.58
H 0.97 1.94 -1.88
H -1.38 2.88 0.75
H 1.06 -1.78 -2.29
H 2.66 -1.23 -1.94
H -2.18 -1.42 -0.41
```

Calculated values
* relative energy (zero: lowest compared OMol25 entry of this formula, charge and spin): 124.5 kcal per mole
* gap between HOMO and LUMO: 9.08 eV
* 2S+1: 1
* SMILES: O.O.O.O.O.O.O.O.O.O

***

DFT (the ωB97M-V functional and the def2-TZVPD basis) results for 10 unconnected molecules or ions with the total composition H20O10.

XYZ file:
```
30
Properties=species:S:1:pos:R:3
O -15.91 -21.81 3.79
O -21.13 -26.94 4.86
O -18.30 -22.51 2.34
O -19.12 -24.65 7.91
O -18.06 -26.61 5.26
O -19.49 -23.75 5.11
O -22.22 -24.08 3.39
O -19.27 -20.56 7.13
O -16.15 -24.21 6.02
O -20.81 -23.01 1.21
H -18.89 -23.04 1.77
H -16.15 -23.43 5.44
H -18.93 -26.25 5.47
H -22.83 -24.33 4.10
H -21.98 -27.12 4.44
H -18.66 -21.62 2.28
H -20.17 -20.56 6.79
H -19.61 -25.40 8.27
H -18.71 -20.68 6.36
H -19.29 -22.91 4.67
H -21.51 -23.04 0.55
H -20.14 -24.18 4.53
H -16.67 -22.24 3.34
H -16.88 -24.77 5.70
H -18.20 -27.17 4.48
H -22.56 -24.51 2.60
H -16.30 -21.09 4.31
H -19.52 -24.47 7.05
H -20.47 -27.20 4.21
H -21.26 -22.91 2.07
```

Calculated values
* relative energy (zero: lowest compared OMol25 entry of this formula, charge and spin): 70.6 kcal per mole
* gap between HOMO and LUMO: 9.06 eV
* 2S+1: 1
* SMILES: O.O.O.O.O.O.O.O.O.O

***

DFT (the ωB97M-V functional and the def2-TZVPD basis) results for 10 unconnected molecules or ions with the total composition H20O10.

XYZ file:
```
30
Properties=species:S:1:pos:R:3
O -3.95 -0.55 1.09
O -2.21 2.59 -0.72
O 2.92 1.24 -0.11
O -0.33 0.25 3.16
O -1.21 -1.80 1.08
O -0.30 0.00 -0.96
O 2.66 0.38 -3.13
O -0.50 -1.00 -3.75
O 1.03 3.52 0.28
O 1.07 -3.74 1.58
H 1.48 -3.79 2.45
H 3.29 -0.19 -3.58
H 2.76 0.47 0.43
H -2.50 1.77 -1.13
H 3.88 1.28 -0.21
H -0.89 -0.21 3.79
H -2.63 2.59 0.15
H -3.00 -0.70 0.98
H -0.42 -1.00 -2.79
H -1.26 -2.48 0.40
H 3.03 0.53 -2.26
H -1.72 -2.17 1.82
H 0.83 -2.81 1.47
H -0.49 -0.39 -0.10
H 0.03 -0.45 2.60
H 0.56 0.42 -0.88
H 0.44 3.12 0.93
H -0.25 -0.11 -4.01
H -4.03 0.39 1.28
H 1.70 2.85 0.12
```

Calculated values
* relative energy (zero: lowest compared OMol25 entry of this formula, charge and spin): 71.1 kcal per mole
* gap between HOMO and LUMO: 9.92 eV
* 2S+1: 1
* SMILES: O.O.O.O.O.O.O.O.O.O

***

DFT (the ωB97M-V functional and the def2-TZVPD basis) results for 10 unconnected molecules or ions with the total composition H20O10.

XYZ file:
```
30
Properties=species:S:1:pos:R:3
O -2.59 0.57 0.62
O 4.77 2.37 -0.85
O -1.33 -3.37 -0.52
O 1.31 -0.76 -1.91
O -0.03 0.18 -0.75
O -2.37 2.34 -3.89
O 0.76 1.36 3.38
O -0.82 3.06 -0.70
O 0.48 -2.90 1.16
O -0.08 -2.64 3.78
H -1.80 2.31 -3.03
H 0.24 -3.80 0.95
H -3.09 2.97 -3.76
H 1.01 -1.07 -1.10
H -1.58 2.47 -0.78
H -0.90 -3.09 -1.35
H 4.27 2.46 -1.69
H -2.11 1.12 1.27
H -0.37 0.21 -1.67
H 0.26 1.05 -0.65
H 0.15 0.70 3.33
H -2.14 0.78 -0.13
H -0.38 -3.54 3.93
H 1.45 0.83 3.81
H 0.71 -1.26 -2.49
H -0.40 -2.36 2.89
H -0.10 2.62 -0.41
H 5.68 2.50 -1.06
H -2.13 -3.80 -0.75
H 0.59 -2.66 0.21
```

Calculated values
* relative energy (zero: lowest compared OMol25 entry of this formula, charge and spin): 157.8 kcal per mole
* gap between HOMO and LUMO: 9.85 eV
* 2S+1: 1
* SMILES: O.O.O.O.O.O.O.O.O.O

***

DFT (the ωB97M-V functional and the def2-TZVPD basis) results for 10 unconnected molecules or ions with the total composition H20O10.

XYZ file:
```
30
Properties=species:S:1:pos:R:3
O 0.62 -3.96 -0.02
O -0.55 -2.01 1.61
O 3.39 2.45 -1.68
O -0.07 0.22 0.05
O -3.26 -0.89 1.17
O 2.41 -0.10 -1.09
O -2.69 1.25 -0.37
O 0.42 0.63 -3.19
O 1.57 2.03 1.10
O -1.14 2.37 2.04
H 0.90 1.36 0.98
H 2.89 -0.79 -0.69
H 3.03 1.74 -1.13
H -3.75 -1.58 0.67
H -1.76 1.11 -0.29
H -2.35 -1.15 1.04
H 0.16 -1.96 2.23
H -3.07 0.51 0.09
H -0.89 1.44 2.13
H -0.21 -0.67 0.41
H 2.71 -0.13 -1.98
H -0.10 -0.03 -3.62
H 0.75 0.05 -0.44
H 0.27 -3.32 0.60
H -0.16 1.31 -2.77
H 1.26 2.60 1.81
H -2.09 2.41 2.08
H -0.08 -4.60 -0.03
H 2.95 2.42 -2.54
H -1.16 -2.70 1.84
```

Calculated values
* relative energy (zero: lowest compared OMol25 entry of this formula, charge and spin): 71.3 kcal per mole
* gap between HOMO and LUMO: 9.66 eV
* 2S+1: 1
* SMILES: O.O.O.O.O.O.O.O.O.O

***

These records have E_LUMO values of -1.2; -0.7; -0.6; -0.4; -0.6 eV, in the order they appear.
These records have calculated total energy values of -764.283573; -764.369463; -764.368539; -764.230371; -764.368307 Ha, in the order they appear.